Arrangement w

Below is a 2-piece molecular cluster, C3H6N2O2 overall, with properties calculated with ωB97M-V/def2-TZVPD.

The geometry in XYZ format:
```
13
C3H6N2O2 | the OMol25 dataset | ωB97M-V/def2-TZVPD
C 1.679 1.603 -0.597
C 1.018 0.887 0.268
C -0.509 -0.985 -0.175
N -0.569 -0.761 2.238
N -1.127 -0.987 -1.437
O -1.239 -0.297 3.128
O -1.252 -0.712 0.967
H 1.999 2.639 -0.404
H 1.813 1.407 -1.689
H 0.834 1.027 1.353
H 0.370 -1.616 -0.049
H -1.098 -1.741 -2.035
H -1.918 -0.464 -1.566
```

## Properties
HOMO level (spin up / spin down)	-0.2714 / -0.2850	Ha
LUMO energy (spin up / spin down)	-0.60 / -0.48	eV

What are the Löwdin partial charges on each atom? They are as follows, in elementary charge units: number 1, C, carries -0.14; number 2, C, carries -0.05; number 3, C, carries -0.21; number 4, N, carries 0.00; number 5, N, carries 0.12; number 6, O, carries 0.04; number 7, O, carries -0.10; number 8, H, carries 0.04; number 9, H, carries 0.05; number 10, H, carries 0.03; number 11, H, carries 0.11; number 12, H, carries 0.06; number 13, H, carries 0.06

=====

Arrangement x

Below is one molecule with the formula C3H6N2O2, with properties calculated with ωB97M-V/def2-TZVPD.

The geometry in XYZ format:
```
13
C3H6N2O2 | the OMol25 dataset | ωB97M-V/def2-TZVPD
C 1.621 -1.002 -0.277
C 0.937 -2.486 1.634
C -0.953 1.275 -0.677
N 0.853 -0.047 -0.516
N -0.103 0.547 0.165
O 1.820 -1.989 0.695
O -0.130 -2.010 1.844
H 2.374 -1.068 -1.115
H 1.342 -3.398 2.252
H -1.769 0.658 -1.322
H -1.610 2.110 -0.153
H -0.485 1.787 -1.489
H -0.597 0.258 0.999
```

## Properties
SMILES	CN/N=C\OC=O
HOMO level	-0.3108	Ha
LUMO energy	0.92	eV

What are the Löwdin partial charges on each atom? They are as follows, in elementary charge units: number 1, C, carries -0.19; number 2, C, carries -0.31; number 3, C, carries -0.17; number 4, N, carries 0.02; number 5, N, carries -0.13; number 6, O, carries 0.00; number 7, O, carries 0.08; number 8, H, carries 0.14; number 9, H, carries 0.18; number 10, H, carries 0.11; number 11, H, carries 0.11; number 12, H, carries 0.05; number 13, H, carries 0.12

=====

Arrangement y

Below is one molecule with the formula C3H6N2O2, with properties calculated with ωB97M-V/def2-TZVPD.

The geometry in XYZ format:
```
13
C3H6N2O2 | the OMol25 dataset | ωB97M-V/def2-TZVPD
N 1.149 1.400 0.375
C 1.007 0.048 0.529
O 1.876 -0.744 0.236
C -0.359 -0.409 1.054
O -1.005 -1.308 0.174
C -1.160 -0.942 -1.127
N -0.730 0.049 -1.775
H 2.000 1.741 -0.044
H 0.446 2.069 0.644
H -1.017 0.443 1.272
H -0.194 -0.973 1.975
H -1.769 -1.691 -1.626
H -0.148 0.694 -1.248
```

## Properties
SMILES	[H]/N=C\OCC(N)=O
HOMO level	-0.3758	Ha
LUMO energy	0.65	eV

What are the Löwdin partial charges on each atom? They are as follows, in elementary charge units: number 1, N, carries 0.15; number 2, C, carries -0.54; number 3, O, carries 0.09; number 4, C, carries -0.11; number 5, O, carries -0.05; number 6, C, carries -0.30; number 7, N, carries 0.13; number 8, H, carries 0.12; number 9, H, carries 0.11; number 10, H, carries 0.13; number 11, H, carries 0.14; number 12, H, carries 0.12; number 13, H, carries 0.02

=====

Arrangement z

Below is one molecule with the formula C3H6N2O2, with properties calculated with ωB97M-V/def2-TZVPD.

The geometry in XYZ format:
```
13
C3H6N2O2 | the OMol25 dataset | ωB97M-V/def2-TZVPD
O -1.841 3.608 -0.555
C -1.686 3.213 -1.683
C -1.776 4.058 -2.945
N -1.297 5.407 -2.821
C -0.081 5.583 -2.449
N 0.768 4.627 -2.006
H -1.258 3.531 -3.770
H -2.831 4.053 -3.260
H 0.312 6.603 -2.382
H 1.568 4.880 -1.445
H 0.732 3.587 -2.305
O -1.267 1.864 -1.924
H -1.296 1.674 -2.874
```

## Properties
SMILES	N/C=N\CC(=O)O
HOMO level	-0.3472	Ha
LUMO energy	0.47	eV

What are the Löwdin partial charges on each atom? They are as follows, in elementary charge units: number 1, O, carries 0.12; number 2, C, carries -0.47; number 3, C, carries -0.19; number 4, N, carries 0.02; number 5, C, carries -0.30; number 6, N, carries 0.09; number 7, H, carries 0.12; number 8, H, carries 0.13; number 9, H, carries 0.12; number 10, H, carries 0.09; number 11, H, carries 0.14; number 12, O, carries 0.04; number 13, H, carries 0.09

=====

Least stable: arrangement w

=====

Arrangement w

Below is one molecule with the formula C3H6N2O2, with properties calculated with ωB97M-V/def2-TZVPD.

The geometry in XYZ format:
```
13
C3H6N2O2 | the OMol25 dataset | ωB97M-V/def2-TZVPD
C 0.172 -0.820 0.448
C -0.791 -1.749 -0.310
C -0.364 1.490 -0.063
N 0.578 0.390 -0.279
O 0.582 -2.070 -0.124
N 1.809 0.595 0.278
O 2.479 1.365 -0.405
H 0.040 -0.771 1.527
H -1.111 -1.494 -1.312
H -1.517 -2.289 0.284
H -0.004 2.414 -0.531
H -0.540 1.694 1.001
H -1.333 1.246 -0.514
```

## Properties
SMILES	CN(N=O)[C@H]1CO1
HOMO level	-0.3590	Ha
LUMO energy	-0.08	eV

What are the Löwdin partial charges on each atom? They are as follows, in elementary charge units: number 1, C, carries -0.28; number 2, C, carries -0.09; number 3, C, carries -0.05; number 4, N, carries -0.15; number 5, O, carries -0.02; number 6, N, carries -0.03; number 7, O, carries 0.01; number 8, H, carries 0.15; number 9, H, carries 0.11; number 10, H, carries 0.10; number 11, H, carries 0.09; number 12, H, carries 0.09; number 13, H, carries 0.09

=====

Arrangement x

Below is a 2-piece molecular cluster, C3H6N2O2 overall, with properties calculated with ωB97M-V/def2-TZVPD.

The geometry in XYZ format:
```
13
C3H6N2O2 | the OMol25 dataset | ωB97M-V/def2-TZVPD
C 0.591 2.773 -1.000
C -1.100 -0.441 -0.613
C 0.302 -2.118 0.333
N -0.246 -0.901 0.276
N 0.472 0.046 0.967
O -0.243 2.419 -0.303
O 1.353 3.228 -1.713
H -1.461 -1.151 -1.302
H -1.459 0.452 -0.779
H -0.262 -2.968 0.163
H 1.159 -2.129 1.023
H 0.006 0.881 0.992
H 0.887 -0.090 1.955
```

## Properties
HOMO level	-0.2468	Ha
LUMO energy	0.46	eV

What are the Löwdin partial charges on each atom? They are as follows, in elementary charge units: number 1, C, carries -0.42; number 2, C, carries -0.01; number 3, C, carries -0.04; number 4, N, carries -0.35; number 5, N, carries 0.07; number 6, O, carries 0.19; number 7, O, carries 0.24; number 8, H, carries 0.06; number 9, H, carries -0.01; number 10, H, carries 0.03; number 11, H, carries 0.05; number 12, H, carries 0.02; number 13, H, carries 0.16

=====

Arrangement y

Below is a 2-piece molecular cluster, C3H6N2O2 overall, with properties calculated with ωB97M-V/def2-TZVPD.

The geometry in XYZ format:
```
13
C3H6N2O2 | the OMol25 dataset | ωB97M-V/def2-TZVPD
C -0.836 0.265 -2.105
C 0.441 0.621 -2.245
C 1.067 -0.327 1.865
N 0.551 -0.276 0.566
N -0.613 -0.141 0.344
O -1.614 -0.194 1.309
O -1.921 -0.156 -2.170
H 0.935 0.542 -3.192
H -2.478 -0.234 0.760
H 1.042 1.137 -1.421
H 1.124 -1.378 1.977
H 0.253 0.070 2.545
H 2.049 0.071 1.767
```

## Properties
SMILES	C/N=N\O.C=C=O
HOMO level	-0.3154	Ha
LUMO energy	0.67	eV

What are the Löwdin partial charges on each atom? They are as follows, in elementary charge units: number 1, C, carries -0.32; number 2, C, carries -0.03; number 3, C, carries -0.08; number 4, N, carries -0.06; number 5, N, carries -0.10; number 6, O, carries -0.04; number 7, O, carries 0.12; number 8, H, carries 0.04; number 9, H, carries 0.14; number 10, H, carries 0.07; number 11, H, carries 0.08; number 12, H, carries 0.10; number 13, H, carries 0.08

=====

Least stable: arrangement w

=====

Arrangement w

Below is one molecule with the formula C3H6N2O2, with properties calculated with ωB97M-V/def2-TZVPD.

The geometry in XYZ format:
```
13
C3H6N2O2 | the OMol25 dataset | ωB97M-V/def2-TZVPD
N 0.319 -1.567 0.476
C 0.208 -0.191 0.924
O -0.313 0.053 1.979
C 0.865 0.871 0.018
O -0.067 1.718 -0.605
C -1.169 0.978 -1.023
N -1.407 -0.231 -0.799
H 0.019 -2.228 1.177
H 1.151 -1.846 -0.021
H 1.478 0.379 -0.746
H 1.503 1.492 0.647
H -1.808 1.665 -1.597
H -0.778 -1.094 -0.429
```

## Properties
SMILES	[H]/N=C\OCC(N)=O
HOMO level	-0.3347	Ha
LUMO energy	0.61	eV

What are the Löwdin partial charges on each atom? They are as follows, in elementary charge units: number 1, N, carries 0.08; number 2, C, carries -0.49; number 3, O, carries 0.12; number 4, C, carries -0.13; number 5, O, carries -0.06; number 6, C, carries -0.29; number 7, N, carries 0.10; number 8, H, carries 0.12; number 9, H, carries 0.11; number 10, H, carries 0.13; number 11, H, carries 0.14; number 12, H, carries 0.12; number 13, H, carries 0.05

=====

Arrangement x

Below is one molecule with the formula C3H6N2O2, with properties calculated with ωB97M-V/def2-TZVPD.

The geometry in XYZ format:
```
13
C3H6N2O2 | the OMol25 dataset | ωB97M-V/def2-TZVPD
N -1.439 0.721 -0.484
C -1.356 -0.340 0.366
O -2.299 -1.022 0.727
C -0.061 -0.557 1.114
O 1.028 0.365 0.942
C 1.669 0.406 -0.243
N 1.241 -0.142 -1.304
H -2.360 0.820 -0.886
H -0.660 0.822 -1.124
H 0.313 -1.574 1.033
H -0.536 -0.519 2.107
H 2.589 0.999 -0.159
H 1.871 0.021 -2.088
```

## Properties
SMILES	[H]/N=C/OCC(N)=O
HOMO level	-0.3625	Ha
LUMO energy	0.78	eV

What are the Löwdin partial charges on each atom? They are as follows, in elementary charge units: number 1, N, carries 0.17; number 2, C, carries -0.54; number 3, O, carries 0.05; number 4, C, carries -0.10; number 5, O, carries -0.05; number 6, C, carries -0.30; number 7, N, carries 0.10; number 8, H, carries 0.11; number 9, H, carries 0.07; number 10, H, carries 0.14; number 11, H, carries 0.14; number 12, H, carries 0.14; number 13, H, carries 0.06

=====

Least stable: arrangement w